# 1
A molecular structure, C38H55IN3O10P2S3SbSeY. Source: the OMol25 dataset; level of theory: ωB97M-V/def2-TZVPD.

ORCA input file:
```
! RIJCOSX wB97M-V def2-TZVPD def2/J DEFGRID3
* xyz -2 2
Y -0.009 0.036 0.013
C -5.299 -6.019 -1.922
C -4.117 -6.205 -0.959
C -3.091 -7.108 -1.644
C -4.613 -6.917 0.308
C -3.529 -4.845 -0.596
C -2.220 -4.486 -0.850
C -1.748 -3.221 -0.518
Se 0.030 -2.744 -1.038
C -0.360 -2.065 -2.805
C -0.238 -2.958 -3.863
C -0.470 -2.565 -5.171
C -0.791 -1.218 -5.374
C -0.917 -0.293 -4.353
C -0.755 -0.723 -2.999
O -0.943 0.111 -2.018
C -1.214 1.182 -4.635
C -0.079 2.058 -4.077
C -2.557 1.581 -4.004
C -1.310 1.477 -6.135
C -0.369 -3.512 -6.365
C 0.743 -3.041 -7.312
C -1.701 -3.528 -7.129
C -0.055 -4.945 -5.936
C -2.544 -2.228 0.090
O -2.081 -1.056 0.390
C -3.910 -2.600 0.345
C -4.337 -3.869 0.006
C -4.872 -1.579 0.950
C -4.339 -1.120 2.316
C -6.272 -2.155 1.183
C -5.036 -0.397 -0.020
H -5.721 -6.988 -2.206
H -6.092 -5.424 -1.468
H -4.974 -5.503 -2.828
H -3.552 -8.067 -1.892
H -2.721 -6.661 -2.569
H -2.233 -7.304 -0.997
H -5.043 -7.893 0.060
H -3.789 -7.069 1.008
H -5.377 -6.329 0.817
H -1.532 -5.174 -1.324
H 0.051 -3.976 -3.636
H -0.935 -0.880 -6.392
H 0.069 1.889 -3.013
H 0.863 1.835 -4.584
H -0.313 3.115 -4.245
H -2.567 1.372 -2.937
H -2.742 2.648 -4.163
H -3.374 1.023 -4.471
H -0.380 1.235 -6.657
H -2.127 0.926 -6.609
H -1.503 2.543 -6.274
H 0.548 -2.032 -7.680
H 1.705 -3.026 -6.795
H 0.825 -3.708 -8.176
H -1.955 -2.536 -7.507
H -1.648 -4.212 -7.981
H -2.513 -3.851 -6.474
H 0.911 -5.011 -5.432
H -0.818 -5.336 -5.260
H -0.019 -5.593 -6.816
H -5.371 -4.126 0.201
H -4.413 -1.938 3.037
H -3.294 -0.823 2.264
H -4.933 -0.282 2.696
H -6.255 -3.000 1.876
H -6.904 -1.378 1.620
H -6.740 -2.480 0.250
H -4.073 0.011 -0.312
H -5.550 -0.732 -0.926
H -5.639 0.392 0.440
C 4.623 -1.796 -1.391
C 4.288 -0.440 -0.778
O 5.486 0.319 -0.698
P 3.558 -0.672 0.917
O 4.402 0.270 1.841
O 3.919 -2.186 1.307
O 2.091 -0.469 1.065
P 3.064 0.491 -1.824
O 3.430 0.136 -3.362
O 3.359 1.927 -1.586
O 1.742 -0.174 -1.555
H 5.344 -2.331 -0.775
H 5.047 -1.628 -2.380
H 3.728 -2.413 -1.482
H 5.205 1.246 -0.770
H 3.995 0.258 2.763
H 3.316 -2.474 2.008
H 2.860 -0.582 -3.662
S 3.099 -0.234 4.525
Sb 0.827 0.032 4.891
S -0.420 -0.776 2.933
S -0.161 1.406 3.172
N 1.711 4.251 -0.028
C 1.608 3.057 0.622
O 0.914 2.160 0.112
C 2.274 2.925 1.883
I -0.362 4.597 4.249
H 1.578 4.175 -1.026
H 2.467 4.853 0.252
H 2.646 3.800 2.392
H 2.407 1.945 2.304
N -5.163 6.000 1.100
C -4.430 5.128 0.956
C -3.544 4.011 0.760
C -3.565 2.931 1.627
C -2.717 1.867 1.363
N -1.871 1.857 0.337
C -1.846 2.907 -0.485
C -2.672 4.002 -0.325
H -4.209 2.917 2.493
H -2.704 0.993 1.998
H -1.140 2.856 -1.303
H -2.630 4.832 -1.015
*
```

Its max |F| is 0.62 eV/A. Its energy above the lowest of the compared OMol25 structures with the same formula, charge and spin is 89.29 kJ/mol. As for the total energy: -7253.32314 hartree. As for the frontier orbital gap (alpha / beta): 6.083 / 5.815 eV.

# 2
A molecular structure, C31H51Cl2N3P2Tl at a distorted geometry. Source: the OMol25 dataset; level of theory: ωB97M-V/def2-TZVPD.

ORCA input file:
```
! RIJCOSX wB97M-V def2-TZVPD def2/J DEFGRID3
* xyz -1 1
P -1.325 0.609 -1.496
C -3.127 0.333 -0.963
C -4.258 0.753 -1.908
C -5.608 0.634 -1.187
C -5.844 -0.758 -0.591
C -4.673 -1.227 0.278
C -3.324 -1.097 -0.447
C -1.024 -0.568 -2.944
C -2.135 -0.725 -3.975
C -1.631 -1.579 -5.148
C -1.092 -2.938 -4.689
C -0.062 -2.816 -3.560
C -0.559 -1.931 -2.409
C -1.487 2.223 -2.419
C -1.921 3.329 -1.441
C -2.006 4.699 -2.129
C -0.715 5.066 -2.868
C -0.260 3.955 -3.818
C -0.176 2.580 -3.136
H -3.154 1.004 -0.083
H -4.264 0.116 -2.802
H -4.124 1.785 -2.258
H -6.415 0.889 -1.883
H -5.631 1.375 -0.377
H -6.761 -0.746 0.008
H -6.002 -1.480 -1.402
H -4.629 -0.617 1.191
H -4.821 -2.268 0.589
H -2.510 -1.357 0.245
H -3.296 -1.806 -1.290
H -0.160 -0.099 -3.446
H -0.829 -1.028 -5.657
H -2.478 0.252 -4.349
H -3.001 -1.222 -3.514
H -2.441 -1.718 -5.873
H -0.640 -3.458 -5.541
H -1.928 -3.561 -4.345
H 0.195 -3.808 -3.171
H 0.862 -2.376 -3.961
H 0.247 -1.775 -1.677
H -1.392 -2.429 -1.891
H -2.274 2.075 -3.181
H -2.895 3.094 -0.989
H -1.194 3.374 -0.614
H -2.837 4.685 -2.847
H -2.242 5.463 -1.380
H 0.077 5.256 -2.132
H -0.860 5.995 -3.430
H 0.716 4.201 -4.250
H -0.973 3.885 -4.650
H 0.064 1.827 -3.900
H 0.651 2.560 -2.409
Tl 1.430 -0.301 1.614
Cl 1.911 0.164 -0.785
Cl -0.933 0.311 2.074
C 2.261 -2.045 2.510
H 3.220 -1.985 3.054
C 1.726 -3.341 2.277
C 2.511 -4.540 2.416
C 1.990 -5.774 2.047
C 0.680 -5.888 1.536
C -0.111 -4.734 1.410
C 0.372 -3.494 1.814
H 3.533 -4.445 2.801
H 2.600 -6.671 2.150
H -1.120 -4.812 0.997
H -0.269 -2.603 1.775
H 0.281 -6.865 1.250
C 4.245 1.906 5.980
N 3.845 0.527 5.618
C 5.000 -0.177 5.021
N 5.550 0.536 3.848
C 5.921 1.914 4.239
N 4.790 2.666 4.831
C 3.758 2.971 3.839
P 3.004 1.412 3.110
C 2.670 0.532 4.740
C 4.629 0.550 2.707
H 5.036 1.849 6.746
H 3.358 2.434 6.359
H 4.687 -1.186 4.718
H 5.793 -0.233 5.787
H 6.263 2.447 3.339
H 6.718 1.859 5.000
H 2.956 3.564 4.303
H 4.191 3.565 3.020
H 2.319 -0.485 4.525
H 1.853 1.089 5.224
H 5.078 1.119 1.878
H 4.422 -0.464 2.348
*
```

Its max |F| is 1.19 eV/A. As for the total energy: -3151.71899 hartree. As for the frontier orbital gap: 5.022 eV.

# 3
2 unconnected molecules or ions with the total composition C5H11INO2 at a distorted geometry. Source: the OMol25 dataset; level of theory: ωB97M-V/def2-TZVPD.

ORCA input file:
```
! RIJCOSX wB97M-V def2-TZVPD def2/J DEFGRID3
* xyz 1 1
C 0.051 1.016 -1.660
C 1.639 0.732 2.386
C -1.250 -0.876 -0.786
C 0.773 -0.085 1.588
C -1.477 -0.165 0.578
N -0.440 -0.094 -1.645
O -0.437 0.499 1.123
O -0.153 -1.372 -3.297
I 0.843 -0.659 -4.826
H 0.373 1.362 -2.681
H -0.001 1.637 -0.731
H 2.586 0.316 2.348
H 1.508 1.746 1.977
H 1.214 0.823 3.441
H -0.815 -1.890 -0.846
H -2.195 -1.091 -1.365
H 0.564 -1.080 2.000
H 1.294 -0.240 0.630
H -1.837 -1.137 1.160
H -2.240 0.558 0.604
*
```

Its max |F| is 4.97 eV/A. Its energy above the lowest of the compared OMol25 structures with the same formula, charge and spin is 548.11 kJ/mol. As for the total energy: -699.54096 hartree. As for the frontier orbital gap (alpha / beta): 6.155 / 6.163 eV.